The following is a quantum chemistry calculation of a 10-piece molecular cluster, C41H57N10O4PSSi overall, from OMol25.

Structure (XYZ):
```
115
Properties=species:S:1:pos:R:3:forces:R:3
O 7.682 3.281 1.330 -0.1 0.0 0.5
N 6.592 3.208 0.946 0.0 -0.1 -0.7
O 6.194 1.826 0.812 0.6 0.2 -0.1
C 5.586 1.620 -0.479 -0.5 0.2 0.4
Si 6.707 0.447 -1.456 0.0 -0.5 0.2
C 5.934 -1.251 -1.720 -0.3 0.1 0.1
C 4.395 -1.170 -1.648 0.0 -0.4 -0.5
C 3.851 -0.343 -2.837 -0.1 0.0 0.2
C 3.077 0.903 -2.453 -0.1 0.0 0.3
O 2.417 0.980 -1.449 0.2 0.0 -0.6
O 3.116 1.901 -3.383 -0.1 0.0 0.4
P 7.072 1.455 -3.464 -0.1 0.8 -0.1
S 6.385 3.306 -3.481 -0.2 0.0 0.0
H 5.446 2.583 -0.984 0.1 -0.1 0.0
H 4.595 1.199 -0.293 0.1 0.0 -0.1
H 7.989 0.313 -0.740 0.1 0.2 -0.2
H 6.206 -1.668 -2.696 0.2 0.0 0.1
H 6.338 -1.926 -0.954 -0.1 0.1 -0.1
H 4.058 -0.756 -0.696 0.0 0.0 -0.1
H 3.978 -2.182 -1.719 0.1 0.1 0.1
H 3.149 -0.945 -3.429 0.1 0.1 0.0
H 4.641 -0.053 -3.538 -0.1 -0.1 0.1
H 3.957 2.397 -3.338 0.1 -0.1 -0.2
H 8.446 1.418 -3.751 0.0 -0.3 -0.1
H 6.493 0.688 -4.490 0.3 -0.3 0.0
N -1.763 0.251 -0.016 0.0 0.0 0.0
C -0.517 0.817 0.074 -0.1 -0.1 0.0
C -0.500 1.601 1.196 0.0 0.0 0.0
C -1.782 1.504 1.805 0.0 0.0 0.0
C -2.539 0.664 1.033 0.0 0.0 0.0
H -2.062 -0.371 -0.742 0.0 0.0 0.0
H 0.247 0.616 -0.657 0.0 0.1 0.0
H 0.340 2.180 1.541 0.0 0.0 0.0
H -2.111 1.996 2.705 0.0 0.0 0.0
H -3.557 0.330 1.138 0.0 0.0 0.0
N 11.028 1.805 -5.953 -0.1 0.0 0.0
C 11.508 1.033 -6.975 0.0 0.0 0.0
C 12.462 0.199 -6.456 0.0 0.0 0.0
C 12.561 0.480 -5.065 0.0 0.0 0.0
C 11.664 1.476 -4.787 0.0 0.0 0.0
H 10.323 2.512 -6.045 0.0 0.0 0.0
H 11.134 1.142 -7.978 0.0 0.0 0.0
H 13.028 -0.530 -7.010 0.0 0.0 0.0
H 13.217 0.007 -4.354 0.0 0.0 0.0
H 11.428 1.978 -3.864 0.0 0.0 0.0
N 1.331 -3.744 -0.767 0.1 0.1 0.0
C 1.557 -4.780 0.094 0.0 0.0 0.0
C 1.180 -5.936 -0.537 0.1 0.0 0.0
C 0.711 -5.580 -1.832 0.1 -0.1 0.0
C 0.819 -4.221 -1.942 0.0 0.0 0.0
H 1.503 -2.775 -0.563 0.0 0.0 0.0
H 1.960 -4.609 1.077 0.0 0.0 0.0
H 1.230 -6.927 -0.117 0.0 0.0 0.0
H 0.331 -6.244 -2.589 0.0 0.0 0.0
H 0.569 -3.556 -2.751 0.0 0.0 0.0
N -6.811 1.385 -0.638 0.0 0.0 0.0
C -5.568 1.950 -0.540 0.0 0.0 0.0
C -5.548 2.731 0.583 0.0 0.0 0.0
C -6.831 2.635 1.188 0.0 0.0 0.0
C -7.586 1.798 0.412 0.0 0.0 0.0
H -7.108 0.767 -1.369 0.0 0.0 0.0
H -4.806 1.749 -1.274 0.0 0.0 0.0
H -4.707 3.306 0.933 0.0 0.0 0.0
H -7.161 3.126 2.088 0.0 0.0 0.0
H -8.602 1.463 0.517 0.0 0.0 0.0
N -11.527 1.916 0.848 0.0 0.0 0.0
C -12.650 2.315 1.521 0.0 0.0 0.0
C -13.115 3.453 0.918 0.0 0.0 0.0
C -12.238 3.751 -0.160 0.0 0.0 0.0
C -11.267 2.786 -0.178 0.0 0.0 0.0
H -10.979 1.109 1.079 0.0 0.0 0.0
H -13.022 1.761 2.366 0.0 0.0 0.0
H -13.985 4.012 1.218 0.0 0.0 0.0
H -12.311 4.581 -0.844 0.0 0.0 0.0
H -10.420 2.647 -0.827 0.0 0.0 0.0
N 4.420 -1.743 4.224 -0.1 0.0 -0.1
C 5.443 -1.078 3.605 0.0 -0.1 0.0
C 4.999 0.172 3.273 0.0 0.0 0.0
C 3.645 0.264 3.700 0.0 0.0 0.0
C 3.318 -0.932 4.282 0.0 0.0 0.0
H 4.469 -2.678 4.581 0.0 0.0 0.0
H 6.398 -1.547 3.449 0.0 -0.1 0.0
H 5.585 0.926 2.779 -0.1 0.0 0.0
H 2.988 1.111 3.594 0.0 0.0 0.0
H 2.402 -1.270 4.733 0.0 0.0 0.0
N -3.087 -6.885 -0.129 0.0 0.0 0.0
C -2.356 -5.731 -0.058 -0.1 0.0 0.1
C -3.230 -4.681 -0.153 0.0 0.0 0.0
C -4.538 -5.225 -0.289 0.0 0.0 0.0
C -4.416 -6.588 -0.272 0.0 0.0 0.0
H -2.705 -7.810 -0.087 0.0 0.0 0.0
H -1.286 -5.755 0.054 0.0 0.0 0.0
H -2.962 -3.638 -0.126 0.0 0.0 0.0
H -5.461 -4.678 -0.387 0.0 0.0 0.0
H -5.156 -7.366 -0.346 0.0 0.0 0.0
N -17.795 1.884 1.660 0.0 0.0 0.0
C -16.548 2.440 1.745 0.0 0.0 0.0
C -16.515 3.220 2.871 0.0 0.0 0.0
C -17.793 3.129 3.488 0.0 0.0 0.0
C -18.560 2.298 2.716 0.0 0.0 0.0
H -18.102 1.268 0.932 0.0 0.0 0.0
H -15.793 2.235 1.005 0.0 0.0 0.0
H -15.670 3.791 3.216 0.0 0.0 0.0
H -18.111 3.618 4.393 0.0 0.0 0.0
H -19.578 1.967 2.829 0.0 0.0 0.0
N 9.434 0.679 3.141 0.0 0.0 0.0
C 9.305 -0.522 3.785 0.1 0.1 -0.1
C 10.514 -0.829 4.350 0.0 0.0 0.0
C 11.407 0.233 4.037 0.0 0.0 0.0
C 10.710 1.146 3.290 0.0 0.0 0.0
H 8.703 1.146 2.633 0.0 0.0 0.0
H 8.371 -1.051 3.780 0.0 0.0 0.1
H 10.734 -1.712 4.925 0.0 0.0 0.0
H 12.441 0.316 4.327 0.0 0.0 0.0
H 11.012 2.084 2.858 0.0 0.0 0.0
```
Positions in Å, forces in eV/Å.

Computed properties:
Frontier orbital gap ... 7.50 eV
HOMO level ... -7.9690 eV
LUMO energy ... -0.47 eV
Structure (SMILES) ... O=NOC[Si@@H](CCCC(=O)O)[PH2]=S.c1cc[nH]c1.c1cc[nH]c1.c1cc[nH]c1.c1cc[nH]c1.c1cc[nH]c1.c1cc[nH]c1.c1cc[nH]c1.c1cc[nH]c1.c1cc[nH]c1
Strongest force on any atom ... 0.85 eV Å⁻¹

Here are the Löwdin charges for atoms 1 to 5, given in e: O 0.084; N 0.005; O -0.242; C -0.306; Si 0.584



The following is a quantum chemistry calculation of C41H58AgO9P2 as an isolated structure, from OMol25.

Structure (XYZ):
```
111
Properties=species:S:1:pos:R:3:forces:R:3
Ag -0.783 -0.331 -0.395 0.3 -0.3 -0.3
C 2.291 5.448 0.125 0.0 0.0 0.0
C 2.150 3.939 0.103 0.0 -0.1 0.0
C 1.489 3.403 -1.146 0.0 0.0 -0.1
O 1.458 3.556 1.340 0.0 0.1 -0.1
P 0.036 2.904 1.497 0.0 -0.1 0.1
O -0.210 1.608 0.872 -0.1 0.1 -0.1
C -1.185 4.161 1.016 0.1 0.0 0.0
P -2.712 3.395 0.412 -0.1 0.0 0.0
O -2.581 2.806 -0.919 0.0 0.0 0.0
O -3.820 4.546 0.387 0.1 0.1 0.0
C -4.224 5.505 1.378 -0.1 0.0 0.0
C -3.387 6.769 1.270 0.0 0.0 0.0
C -4.269 4.941 2.787 0.0 0.0 0.0
O -3.129 2.434 1.595 0.0 0.1 0.0
C -3.481 1.028 1.348 0.0 -0.1 0.1
C -4.986 0.901 1.431 0.0 0.0 0.0
C -2.752 0.200 2.378 0.0 0.0 0.1
O -0.089 2.801 3.075 0.0 0.0 0.0
C 0.393 3.809 3.986 0.0 0.0 0.0
C -0.644 3.934 5.083 0.0 0.0 0.0
C 1.754 3.392 4.506 0.0 0.0 0.0
H 3.008 5.757 -0.637 0.0 0.0 0.0
H 2.648 5.792 1.096 0.0 0.0 0.0
H 1.337 5.935 -0.094 0.0 0.0 0.0
H 3.131 3.473 0.209 0.0 0.0 0.0
H 0.496 3.835 -1.301 0.0 0.0 0.0
H 1.409 2.313 -1.134 0.0 0.0 0.1
H 2.109 3.680 -2.001 0.0 0.0 0.0
H -0.800 4.760 0.189 0.0 0.0 0.0
H -1.351 4.818 1.870 0.0 0.0 0.0
H -5.244 5.753 1.076 0.0 0.0 0.0
H -2.382 6.631 1.668 0.0 0.0 0.0
H -3.863 7.572 1.835 0.0 0.0 0.0
H -3.308 7.079 0.228 0.0 0.0 0.0
H -3.274 4.672 3.145 0.0 0.0 0.0
H -4.889 4.048 2.829 0.0 0.0 0.0
H -4.682 5.695 3.459 0.0 0.0 0.0
H -3.134 0.774 0.347 0.0 0.0 0.0
H -5.339 1.184 2.426 0.0 0.0 0.0
H -5.275 -0.133 1.238 0.0 0.0 0.0
H -5.471 1.536 0.688 0.0 0.0 0.0
H -3.038 0.514 3.386 0.0 0.0 0.0
H -1.674 0.306 2.261 -0.1 0.0 0.0
H -3.008 -0.851 2.237 0.0 0.0 0.0
H 0.482 4.759 3.447 0.0 0.0 0.0
H -0.719 2.994 5.632 0.0 0.0 0.0
H -1.625 4.160 4.663 0.0 0.0 0.0
H -0.367 4.726 5.780 0.0 0.0 0.0
H 1.679 2.416 4.987 0.0 0.0 0.0
H 2.115 4.118 5.237 0.0 0.0 0.0
H 2.472 3.322 3.691 0.0 0.0 0.0
C 0.834 -5.931 -3.073 0.0 0.0 0.0
C 1.264 -4.537 -2.700 0.0 0.0 0.0
C 1.594 -3.600 -3.669 0.0 0.0 0.0
C 1.953 -2.296 -3.343 0.0 0.0 -0.1
C 2.265 -1.311 -4.437 0.0 0.0 0.0
C 1.982 -1.898 -2.002 0.0 0.0 -0.2
C 1.653 -2.846 -1.055 0.0 0.0 0.1
C 0.609 -2.982 1.110 -0.1 -0.1 0.0
C 1.307 -4.148 -1.369 0.0 -0.1 0.0
C 2.270 -0.442 -1.657 0.2 -0.2 -0.1
O 3.365 0.022 -1.974 -0.1 0.0 0.0
O 1.297 0.159 -1.126 -0.3 0.5 0.3
H 1.205 -6.205 -4.061 0.0 0.0 0.0
H -0.256 -6.007 -3.094 0.0 0.0 0.0
H 1.201 -6.665 -2.355 0.0 0.0 0.0
H 1.567 -3.888 -4.715 0.0 0.0 0.0
H 2.406 -1.826 -5.387 0.0 0.0 0.0
H 3.155 -0.735 -4.190 0.0 0.0 0.0
H 1.442 -0.600 -4.552 0.0 0.0 0.0
H 0.618 -2.407 2.026 0.0 0.0 0.1
H 0.794 -4.028 1.338 0.0 0.0 0.0
H -0.312 -2.825 0.544 0.2 -0.1 0.2
H 1.067 -4.860 -0.592 0.0 0.0 0.0
C -2.183 -1.841 -0.215 -0.3 0.2 -0.2
C -3.013 -2.729 -0.104 0.0 0.0 0.0
C -3.958 -3.796 0.030 0.0 0.0 0.0
C -4.871 -3.826 1.092 0.0 0.0 0.0
C -5.781 -4.863 1.221 0.0 0.0 0.0
C -5.806 -5.897 0.295 0.0 0.0 0.0
C -4.907 -5.880 -0.765 0.0 0.0 0.0
C -3.996 -4.845 -0.897 0.0 0.0 0.0
H -4.850 -3.022 1.816 0.0 0.0 0.0
H -6.476 -4.865 2.053 0.0 0.0 0.0
H -6.517 -6.708 0.397 0.0 0.0 0.0
H -4.916 -6.681 -1.495 0.0 0.0 0.0
H -3.295 -4.829 -1.722 0.0 0.0 0.0
C 6.459 2.045 1.237 0.0 0.0 0.0
C 5.580 0.826 1.152 0.0 0.0 0.0
C 6.027 -0.356 0.583 0.0 0.0 0.0
C 5.218 -1.480 0.479 -0.1 0.0 0.0
C 5.761 -2.704 -0.206 0.0 0.0 0.0
C 3.901 -1.460 0.983 0.1 0.0 -0.1
C 3.127 -2.702 1.009 -0.1 -0.1 0.2
O 1.703 -2.462 0.315 0.0 0.0 -0.1
C 3.452 -0.267 1.590 0.0 0.0 0.1
C 2.104 -0.194 2.242 0.0 0.0 0.0
C 4.283 0.841 1.650 0.0 0.0 0.0
H 7.380 1.903 0.669 0.0 0.0 0.0
H 6.737 2.273 2.270 0.0 0.0 0.0
H 5.956 2.929 0.834 0.0 0.0 0.0
H 7.031 -0.398 0.169 0.0 0.0 0.0
H 6.768 -2.517 -0.581 0.0 0.0 0.0
H 5.128 -2.981 -1.054 0.0 0.0 0.0
H 5.804 -3.567 0.464 0.0 0.0 0.0
H 3.516 -3.454 0.331 0.0 0.0 0.0
H 2.021 -0.986 2.995 0.0 0.0 0.0
H 1.292 -0.309 1.523 0.1 0.0 0.0
H 1.965 0.770 2.733 0.0 0.0 0.0
H 3.903 1.744 2.122 0.0 0.0 0.0
```
Positions in Å, forces in eV/Å.

Computed properties:
Frontier orbital gap ... 5.62 eV
HOMO level ... -3.5474 eV
LUMO energy ... 2.07 eV
Energy above the lowest of the compared OMol25 structures with the same formula, charge and spin ... 433.2 kJ/mol
Total charge ... -1
Strongest force on any atom ... 0.63 eV Å⁻¹

Here are the Löwdin charges for atoms 1 to 5, given in e: Ag 0.747; C -0.047; C -0.396; C -0.037; O -0.184



Q: Which of these has the lowest LUMO energy?
A: C41H57N10O4PSSi



Q: What is the LUMO energy in the first record?
A: -0.47 eV



Q: What is the formula in the first record?
A: C41H57N10O4PSSi



Q: What is the frontier orbital gap in the second record?
A: 5.62 eV